Density functional theory data (ωB97M-V/def2-TZVPD) for a structure of composition C37H48N2O5PSe2W.

CARTESIAN COORDINATES (ANGSTROEM)
W (0.281, 0.221, 0.205)
C (-3.787, 5.084, -1.897)
C (-3.980, 5.027, -0.526)
C (-3.287, 4.104, 0.240)
C (-2.382, 3.230, -0.362)
C (-2.181, 3.301, -1.737)
C (-2.877, 4.227, -2.495)
P (-1.665, 1.813, 0.565)
C (-1.732, 2.398, 2.300)
C (-1.301, 3.682, 2.632)
C (-1.178, 4.064, 3.956)
C (-1.482, 3.170, 4.971)
C (-1.942, 1.901, 4.648)
C (-2.061, 1.512, 3.324)
C (-3.070, 0.666, 0.458)
C (-4.377, 1.068, 0.323)
C (-5.406, 0.126, 0.310)
C (-5.121, -1.201, 0.478)
C (-3.795, -1.641, 0.660)
C (-3.507, -2.992, 0.936)
C (-2.222, -3.353, 1.232)
C (-1.182, -2.413, 1.174)
C (-1.356, -1.088, 0.774)
C (-2.729, -0.701, 0.606)
H (-4.359, 5.773, -2.501)
H (-4.692, 5.683, -0.046)
H (-3.471, 4.054, 1.305)
H (-1.495, 2.612, -2.217)
H (-2.721, 4.263, -3.561)
H (-1.072, 4.390, 1.846)
H (-0.840, 5.062, 4.195)
H (-1.369, 3.458, 6.007)
H (-2.206, 1.214, 5.438)
H (-2.418, 0.519, 3.080)
H (-4.629, 2.110, 0.223)
H (-6.423, 0.463, 0.187)
H (-5.914, -1.934, 0.508)
H (-4.306, -3.716, 0.948)
H (-1.996, -4.376, 1.498)
H (-0.192, -2.775, 1.449)
C (0.650, -0.493, 3.424)
O (0.614, 0.653, 2.582)
C (1.577, 1.619, 2.999)
C (1.648, 2.834, 2.053)
O (0.992, 2.592, 0.817)
C (1.126, 3.692, -0.073)
H (0.546, -0.195, 4.474)
H (1.595, -1.039, 3.292)
H (-0.195, -1.121, 3.135)
H (2.564, 1.136, 3.049)
H (1.296, 1.964, 4.003)
H (2.702, 3.063, 1.856)
H (1.180, 3.702, 2.530)
H (2.178, 3.975, -0.173)
H (0.554, 4.557, 0.282)
H (0.742, 3.360, -1.039)
O (3.779, -2.351, -3.374)
C (4.156, -0.997, -3.501)
C (3.292, -0.146, -2.545)
C (3.738, 1.314, -2.669)
O (2.920, 2.099, -1.841)
C (1.854, -0.342, -3.021)
Se (0.360, 0.689, -2.206)
C (3.584, -0.711, -1.156)
Se (2.768, 0.148, 0.419)
H (4.346, -2.878, -3.946)
H (4.006, -0.651, -4.532)
H (5.213, -0.870, -3.236)
H (3.657, 1.640, -3.716)
H (4.789, 1.398, -2.354)
H (3.111, 3.028, -2.009)
H (1.593, -1.392, -2.906)
H (1.795, -0.073, -4.080)
H (4.660, -0.646, -0.974)
H (3.293, -1.760, -1.139)
C (2.787, -3.576, 0.908)
N (2.012, -3.971, -0.247)
C (2.314, -5.314, -0.705)
C (1.286, -5.814, -1.704)
C (1.066, -4.689, -2.703)
N (0.565, -3.526, -2.000)
C (-0.614, -2.868, -2.513)
C (1.164, -3.114, -0.862)
O (0.956, -1.972, -0.387)
H (2.414, -4.074, 1.809)
H (2.729, -2.500, 1.053)
H (3.831, -3.858, 0.756)
H (2.350, -5.972, 0.169)
H (3.312, -5.306, -1.163)
H (0.347, -6.048, -1.202)
H (1.656, -6.711, -2.197)
H (0.346, -4.962, -3.475)
H (2.018, -4.431, -3.182)
H (-0.834, -1.984, -1.909)
H (-0.467, -2.567, -3.551)
H (-1.469, -3.546, -2.448)

Forces on atoms 1 to 6 (eV/Å):
0.3145 0.0540 -0.8658
0.0198 -0.0740 0.0147
-0.0716 -0.0042 0.0382
0.1402 0.0319 0.0268
0.4735 -0.1379 -0.0210
0.1221 -0.0945 0.0936

Output
net charge	+1
LUMO level (spin up / spin down)	-2.9 / -2.8	eV
2S+1	1
frontier orbital gap (spin up / spin down)	6.43 / 6.56	eV

=====

Density functional theory data (ωB97M-V/def2-TZVPD) for a cluster of 2 separate species, C3H10NO3 in total in a non-equilibrium geometry.

CARTESIAN COORDINATES (ANGSTROEM)
O (2.075, 0.636, 0.613)
C (1.394, 1.013, -0.469)
C (-0.098, 1.000, -0.186)
N (-0.508, -0.112, 0.706)
C (-1.982, -0.163, 0.913)
O (1.827, 1.277, -1.549)
H (3.017, 0.874, 0.573)
H (-0.621, 1.030, -1.142)
H (-0.364, 1.958, 0.266)
H (-0.126, -0.959, 0.243)
H (0.040, 0.034, 1.556)
H (-2.250, -1.189, 1.202)
H (-2.521, 0.030, -0.013)
H (-2.254, 0.479, 1.735)
H (0.528, -2.729, -1.378)
H (1.094, -1.361, -1.923)
O (0.749, -1.818, -1.148)

Forces on atoms 1 to 6 (eV/Å):
0.1531 0.3571 0.5937
-0.2991 -0.4461 -0.4872
-0.0198 1.1345 -0.4395
0.4450 0.4686 -0.8288
-0.2118 -1.3770 0.3705
0.2279 0.1930 0.2747

Output
ΔE to the lowest compared entry with this formula, charge and spin	76.81	kJ/mol
net charge	+1
LUMO level	-3.2	eV
2S+1	1
frontier orbital gap	11.94	eV

=====

Density functional theory data (ωB97M-V/def2-TZVPD) for the ion C2H3O3PS3 with charge -2 in a non-equilibrium geometry.

CARTESIAN COORDINATES (ANGSTROEM)
C (0.234, -0.376, -0.364)
C (-0.759, 0.411, -0.703)
O (-2.470, 2.229, -0.193)
O (-3.246, -0.201, -0.866)
O (-2.572, 0.239, 1.456)
P (-2.330, 0.577, 0.044)
S (2.077, 1.279, 0.504)
S (-0.856, 2.741, 0.293)
S (1.184, 2.907, -0.199)
H (0.455, -0.863, 0.673)
H (1.065, -0.470, -0.980)
H (-0.846, 0.914, -1.740)

Forces on atoms 1 to 6 (eV/Å):
1.2623 -1.3033 2.6903
-0.7911 0.9585 -1.9425
1.0422 -0.8257 -0.5306
-0.0999 0.5964 -0.8009
0.9019 0.1598 1.7744
-3.1849 -0.9447 -0.7930

Output
ΔE to the lowest compared entry with this formula, charge and spin	179.71	kJ/mol
net charge	-2
LUMO level	5.7	eV
2S+1	1
frontier orbital gap	5.95	eV

=====

Density functional theory data (ωB97M-V/def2-TZVPD) for the molecule C31H52O3.

CARTESIAN COORDINATES (ANGSTROEM)
C (8.989, 2.392, 0.111)
C (7.843, 1.454, 0.404)
O (7.806, 0.679, 1.321)
O (6.865, 1.611, -0.498)
C (5.728, 0.792, -0.377)
C (5.815, -0.555, -0.722)
C (7.104, -1.127, -1.231)
C (4.692, -1.359, -0.568)
C (4.751, -2.826, -0.879)
C (3.495, -0.798, -0.107)
C (3.409, 0.564, 0.183)
C (4.544, 1.366, 0.069)
C (4.486, 2.823, 0.421)
C (2.103, 1.165, 0.627)
C (0.948, 0.208, 0.356)
C (1.321, -1.215, 0.782)
C (1.667, -1.274, 2.276)
C (0.192, -2.219, 0.490)
C (-0.210, -2.296, -0.982)
C (-1.103, -3.500, -1.290)
C (-2.391, -3.601, -0.461)
C (-3.155, -4.858, -0.874)
C (-3.262, -2.351, -0.613)
C (-4.471, -2.327, 0.323)
C (-5.032, -0.911, 0.479)
C (-4.203, -0.037, 1.432)
C (-4.637, -0.274, 2.878)
C (-4.328, 1.452, 1.083)
C (-3.512, 1.845, -0.147)
C (-3.535, 3.347, -0.436)
C (-4.915, 3.938, -0.748)
C (-4.781, 5.444, -0.976)
C (-5.554, 3.284, -1.970)
O (2.443, -1.654, 0.022)
H (9.910, 1.818, 0.041)
H (8.810, 2.933, -0.813)
H (9.092, 3.091, 0.938)
H (7.742, -0.343, -1.633)
H (6.918, -1.858, -2.014)
H (7.640, -1.619, -0.419)
H (5.601, -3.287, -0.382)
H (4.854, -2.988, -1.952)
H (3.838, -3.308, -0.546)
H (5.468, 3.277, 0.331)
H (4.131, 2.954, 1.442)
H (3.803, 3.350, -0.244)
H (2.151, 1.414, 1.692)
H (1.928, 2.101, 0.090)
H (0.742, 0.202, -0.716)
H (0.047, 0.530, 0.880)
H (1.809, -2.308, 2.580)
H (0.865, -0.840, 2.869)
H (2.591, -0.737, 2.476)
H (-0.666, -1.949, 1.106)
H (0.541, -3.205, 0.803)
H (-0.719, -1.379, -1.283)
H (0.699, -2.382, -1.581)
H (-1.372, -3.466, -2.349)
H (-0.523, -4.412, -1.129)
H (-2.117, -3.702, 0.595)
H (-2.517, -5.736, -0.788)
H (-4.025, -5.009, -0.241)
H (-3.488, -4.778, -1.906)
H (-2.652, -1.473, -0.402)
H (-3.601, -2.272, -1.649)
H (-5.253, -2.980, -0.068)
H (-4.181, -2.712, 1.303)
H (-6.056, -0.962, 0.857)
H (-5.075, -0.450, -0.509)
H (-3.148, -0.317, 1.345)
H (-3.985, 0.257, 3.569)
H (-4.601, -1.333, 3.124)
H (-5.656, 0.078, 3.030)
H (-5.382, 1.687, 0.925)
H (-3.980, 2.046, 1.931)
H (-3.865, 1.299, -1.023)
H (-2.471, 1.550, 0.017)
H (-3.123, 3.873, 0.429)
H (-2.875, 3.545, -1.284)
H (-5.570, 3.784, 0.115)
H (-4.339, 5.927, -0.107)
H (-5.755, 5.892, -1.158)
H (-4.146, 5.642, -1.837)
H (-4.887, 3.349, -2.827)
H (-6.485, 3.787, -2.222)
H (-5.779, 2.237, -1.784)

Forces on atoms 1 to 6 (eV/Å):
-0.1701 -0.1042 -0.0473
0.5948 0.0653 0.4571
-0.0551 0.0331 -0.1036
-0.5550 -0.0498 -0.4755
-0.3735 -0.2299 0.2210
-0.0139 0.2893 0.0084

Output
ΔE to the lowest compared entry with this formula, charge and spin	21.09	kJ/mol
net charge	0
SMILES string	CC(=O)Oc1c(C)c(C)c2c(c1C)CC[C@@](C)(CCC[C@H](C)CCC[C@H](C)CCCC(C)C)O2
LUMO level	0.6	eV
2S+1	1
frontier orbital gap	8.68	eV

=====

Density functional theory data (ωB97M-V/def2-TZVPD) for the molecule C20H21N3O3S in a non-equilibrium geometry.

CARTESIAN COORDINATES (ANGSTROEM)
O (-1.015, -0.021, -3.383)
C (-0.369, 0.622, -2.586)
C (-0.990, 1.393, -1.448)
C (-0.957, 0.525, -0.180)
N (-1.516, -0.780, -0.453)
C (-0.766, -1.811, -0.972)
O (0.431, -1.773, -1.108)
C (-1.706, -2.946, -1.318)
C (-1.253, -4.263, -0.688)
C (-1.251, -4.180, 0.840)
C (-2.509, -3.489, 1.400)
C (-3.598, -3.327, 0.345)
C (-3.081, -2.483, -0.826)
C (-2.866, -1.053, -0.371)
O (-3.689, -0.275, 0.032)
N (1.001, 0.637, -2.695)
C (1.945, 1.203, -1.888)
N (1.748, 1.925, -0.848)
C (2.914, 2.353, -0.275)
C (2.848, 3.178, 0.924)
C (1.616, 3.380, 1.547)
C (1.525, 4.155, 2.687)
C (2.659, 4.743, 3.222)
C (3.886, 4.551, 2.609)
C (3.984, 3.776, 1.469)
C (4.039, 1.927, -0.922)
S (3.647, 0.962, -2.291)
H (-0.447, 2.317, -1.265)
H (-2.028, 1.601, -1.712)
H (-1.557, 0.990, 0.605)
H (0.073, 0.388, 0.155)
H (-1.687, -3.046, -2.408)
H (-1.918, -5.060, -1.023)
H (-0.246, -4.495, -1.038)
H (-1.169, -5.192, 1.239)
H (-0.364, -3.633, 1.162)
H (-2.250, -2.499, 1.782)
H (-2.905, -4.062, 2.240)
H (-3.920, -4.304, -0.019)
H (-4.464, -2.825, 0.780)
H (-3.828, -2.479, -1.623)
H (1.357, 0.042, -3.435)
H (0.738, 2.918, 1.125)
H (0.565, 4.303, 3.159)
H (2.588, 5.350, 4.113)
H (4.773, 5.010, 3.021)
H (4.945, 3.641, 0.998)
H (5.066, 2.105, -0.680)

Forces on atoms 1 to 6 (eV/Å):
-0.1499 -0.1155 -0.0912
-0.2124 0.3893 0.1054
-0.2114 -0.0737 0.0526
0.1233 0.2071 0.0508
0.1001 0.3225 0.1695
-0.2038 -0.2863 -0.0425

Output
ΔE to the lowest compared entry with this formula, charge and spin	0.00	kJ/mol
net charge	0
SMILES string	O=C(CCN1C(=O)[C@H]2CCCC[C@H]2C1=O)Nc1nc(-c2ccccc2)cs1
LUMO level	0.5	eV
2S+1	1
frontier orbital gap	8.71	eV

=====

Density functional theory data (ωB97M-V/def2-TZVPD) for a structure of composition C31H34BCaN8O.

CARTESIAN COORDINATES (ANGSTROEM)
Ca (0.168, 0.506, 0.849)
C (-1.004, 4.271, -1.252)
C (-1.532, 4.352, 0.177)
C (-0.522, 5.049, 1.086)
C (-1.997, 3.008, 0.718)
C (-1.989, 2.712, 2.079)
C (-2.604, 1.566, 2.574)
C (-3.231, 0.654, 1.735)
C (-3.963, -0.548, 2.258)
C (-3.167, 0.901, 0.365)
C (-2.573, 2.049, -0.131)
H (-0.629, 5.246, -1.568)
H (-1.774, 3.980, -1.967)
H (-0.184, 3.560, -1.330)
H (-2.429, 4.983, 0.148)
H (0.371, 4.438, 1.233)
H (-0.938, 5.279, 2.067)
H (-0.211, 5.994, 0.638)
H (-1.503, 3.378, 2.777)
H (-2.588, 1.385, 3.642)
H (-3.544, -1.469, 1.851)
H (-5.017, -0.506, 1.974)
H (-3.910, -0.604, 3.344)
H (-3.600, 0.187, -0.327)
H (-2.581, 2.212, -1.201)
C (-0.842, -2.945, 3.594)
C (-1.024, -1.632, 3.152)
N (-0.735, -1.513, 1.863)
N (-0.342, -2.748, 1.452)
C (-0.396, -3.617, 2.476)
B (0.442, -2.872, 0.131)
N (-0.274, -2.127, -1.039)
C (-0.771, -2.707, -2.149)
C (-1.323, -1.727, -2.946)
C (-1.122, -0.548, -2.224)
N (-0.500, -0.793, -1.077)
N (1.862, -2.275, 0.385)
C (2.964, -2.915, 0.820)
C (3.935, -1.977, 1.098)
C (3.318, -0.755, 0.819)
N (2.070, -0.938, 0.398)
N (0.601, -4.327, -0.294)
C (1.498, -4.820, -1.186)
C (1.103, -6.088, -1.528)
C (-0.083, -6.285, -0.793)
N (-0.386, -5.226, -0.066)
H (-1.012, -3.346, 4.577)
H (-1.338, -0.762, 3.707)
H (-0.133, -4.649, 2.325)
H (-0.704, -3.772, -2.291)
H (-1.801, -1.851, -3.902)
H (-1.397, 0.464, -2.479)
H (2.978, -3.988, 0.907)
H (4.934, -2.151, 1.455)
H (3.709, 0.246, 0.906)
H (2.336, -4.229, -1.515)
H (1.596, -6.769, -2.199)
H (-0.722, -7.153, -0.760)
C (2.109, 2.484, 0.445)
C (2.059, 2.299, -0.744)
C (1.989, 2.075, -2.164)
C (1.864, 0.767, -2.634)
C (1.766, 0.534, -3.997)
C (1.800, 1.596, -4.889)
C (1.932, 2.897, -4.421)
C (2.025, 3.142, -3.061)
H (1.836, -0.052, -1.925)
H (1.661, -0.481, -4.357)
H (1.726, 1.410, -5.952)
H (1.962, 3.725, -5.118)
H (2.123, 4.151, -2.685)
C (1.460, 1.865, 3.615)
O (0.680, 1.176, 2.811)
H (2.305, 1.367, 4.093)
H (1.059, 2.755, 4.107)
H (2.158, 2.500, 1.524)

Forces on atoms 1 to 6 (eV/Å):
-0.4769 0.2622 0.3098
-0.0024 0.0481 -0.0775
-0.0365 0.0224 0.0725
0.0482 0.0192 0.0028
-0.0915 -0.0874 -0.1076
-0.0089 0.0021 -0.0322

Output
ΔE to the lowest compared entry with this formula, charge and spin	0.00	kJ/mol
net charge	0
LUMO level (spin up / spin down)	0.5 / 0.4	eV
2S+1	2
frontier orbital gap (spin up / spin down)	5.97 / 8.94	eV

=====

Respective E_tot values: -7135.50073 -400.55540 -1839.66332 -1438.20915 -1562.99904 -2417.55766 hartree.